Record 1
A molecular structure, C48H60N12O4P in a non-equilibrium geometry, computed with the ωB97M-V functional and the def2-TZVPD basis.

For the total energy, the calculation gives -86098.74506 eV. As for the charge: -3. The largest force on an atom comes out at 11.19 eV/A. The highest occupied orbital energy is -1.122 eV. The value obtained for the HOMO-LUMO gap is 7.41 eV. The calculation puts the energy relative to the best compared isomer or geometry (same formula, charge and spin) at 43.9 kcal per mole. The lowest unoccupied orbital energy is 6.292 eV.

Each line ends with the Mulliken charge.
Cartesian coordinates (Å):
P: 0.082 -0.070 0.073  -1.78
O: 1.244 -0.960 0.220  0.55
O: -0.783 0.223 1.497  0.82
O: -0.894 -0.640 -0.816  1.02
O: 0.530 1.226 -0.428  0.01
N: 1.631 3.483 0.688  0.97
C: 1.821 4.788 0.176  -0.32
C: 2.207 5.501 1.235  -0.83
C: 2.005 4.776 2.433  -1.07
C: 1.692 3.493 2.071  -0.43
H: 1.408 2.636 0.353  -0.23
H: 1.419 5.041 -0.922  0.24
H: 2.121 6.566 1.057  0.32
H: 2.052 5.168 3.417  0.51
H: 1.199 2.656 2.607  0.70
N: 2.292 -2.090 -1.702  2.36
C: 3.409 -1.719 -2.491  -0.66
C: 3.743 -2.616 -3.451  -0.96
C: 2.772 -3.789 -3.090  -1.28
C: 2.011 -3.404 -2.063  -0.42
H: 1.854 -1.599 -0.942  -0.29
H: 3.765 -0.708 -2.302  0.33
H: 4.403 -2.514 -4.250  0.51
H: 2.674 -4.524 -3.756  0.51
H: 1.158 -3.825 -1.518  0.26
N: 2.436 1.715 -2.092  1.10
C: 2.124 1.529 -3.405  0.09
C: 3.181 1.845 -4.223  -1.62
C: 4.202 2.334 -3.197  -0.42
C: 3.767 2.108 -1.956  -0.43
H: 1.840 1.460 -1.466  -0.07
H: 1.125 1.280 -3.625  0.32
H: 3.139 2.001 -5.233  0.61
H: 5.295 2.765 -3.400  0.16
H: 4.198 2.476 -0.864  0.15
N: 3.552 -0.379 0.971  1.30
C: 4.646 -1.109 0.559  -0.58
C: 5.715 -0.343 1.089  -0.90
C: 5.182 0.765 1.814  -1.34
C: 3.834 0.607 1.832  -0.17
H: 2.452 -0.573 0.521  -0.77
H: 4.652 -1.972 0.064  0.57
H: 6.797 -0.596 0.969  0.25
H: 5.814 1.399 2.369  0.53
H: 3.177 1.126 2.492  0.32
N: -0.845 -0.571 -3.361  1.70
C: 0.012 -1.315 -4.201  -0.07
C: -0.552 -1.135 -5.455  -0.49
C: -1.872 -0.211 -5.265  -1.08
C: -2.063 -0.206 -3.888  -0.46
H: -0.605 -0.662 -2.299  -0.72
H: 0.931 -1.748 -3.840  0.04
H: -0.096 -1.594 -6.507  0.05
H: -2.584 0.105 -5.996  0.50
H: -2.745 0.334 -3.254  0.37
N: -2.375 -1.536 2.449  1.25
C: -3.299 -2.256 1.727  -0.47
C: -4.043 -2.975 2.725  -1.32
C: -3.667 -2.235 4.089  -1.03
C: -2.600 -1.385 3.739  -0.55
H: -1.620 -0.947 1.914  -0.62
H: -3.320 -2.215 0.659  0.70
H: -4.665 -3.831 2.692  0.44
H: -4.042 -2.322 5.032  0.58
H: -2.218 -0.623 4.332  0.51
N: 1.525 -3.037 1.358  1.13
C: 0.905 -3.563 2.505  -0.42
C: 1.419 -4.750 2.960  -1.16
C: 2.572 -4.989 2.080  -0.87
C: 2.568 -3.992 1.048  -0.30
H: 1.583 -2.195 0.707  -0.41
H: 0.262 -2.940 2.931  0.58
H: 1.172 -5.176 3.921  0.41
H: 3.251 -5.756 2.291  0.50
H: 3.478 -3.763 0.474  0.05
N: 0.388 0.446 3.670  1.09
C: 1.563 -0.312 3.719  -0.99
C: 2.065 0.060 4.948  -1.25
C: 1.174 1.156 5.573  -1.12
C: 0.235 1.308 4.638  -0.24
H: -0.249 0.375 2.772  -0.06
H: 1.759 -0.945 2.940  1.13
H: 3.038 -0.253 5.367  0.30
H: 1.191 1.590 6.533  0.50
H: -0.505 2.044 4.488  0.47
N: -3.463 -0.262 -1.059  1.51
C: -3.927 1.013 -0.727  -1.34
C: -5.245 1.109 -1.260  -0.96
C: -5.646 -0.314 -1.781  -0.98
C: -4.471 -0.980 -1.645  -0.36
H: -2.508 -0.474 -0.983  -0.19
H: -3.431 1.742 -0.407  1.50
H: -5.769 2.021 -1.065  0.44
H: -6.554 -0.708 -2.247  0.40
H: -4.167 -1.858 -2.287  0.23
N: -1.529 -2.984 -1.173  1.98
C: -1.977 -3.513 -2.329  -0.75
C: -2.463 -4.759 -2.139  -0.51
C: -2.049 -5.008 -0.757  -1.50
C: -1.439 -3.907 -0.205  -0.63
H: -1.158 -1.882 -0.958  -0.69
H: -2.079 -2.975 -3.311  -0.01
H: -2.890 -5.452 -3.009  0.20
H: -2.187 -5.822 -0.169  0.59
H: -1.185 -3.743 0.768  0.79
N: -2.322 1.927 2.303  0.92
C: -2.017 3.248 2.541  -0.84
C: -3.184 3.824 2.977  -1.41
C: -4.261 2.811 2.670  -0.89
C: -3.572 1.621 2.360  -0.45
H: -1.529 1.211 1.802  -0.56
H: -1.120 3.715 2.561  0.81
H: -3.277 4.683 3.326  0.96
H: -5.473 2.949 2.741  0.07
H: -3.847 0.576 2.087  0.39
N: -0.931 3.003 -1.619  1.29
C: -1.449 4.102 -0.854  -0.46
C: -2.282 4.736 -1.662  -0.76
C: -2.029 4.282 -3.084  -0.85
C: -1.281 3.105 -2.936  -0.02
H: -0.318 2.382 -1.042  -0.47
H: -1.088 4.147 0.135  0.30
H: -2.790 5.662 -1.279  0.31
H: -2.316 4.791 -4.083  0.24
H: -0.849 2.466 -3.730  0.12

=====

Record 2
A molecular structure, C48H61AsBrMnN3P in a non-equilibrium geometry, computed with the ωB97M-V functional and the def2-TZVPD basis.

For the total energy, the calculation gives -226719.25386 eV. As for the charge: +1. The largest force on an atom comes out at 2.74 eV/A. The multiplicity is 2. The highest occupied orbital energy (spin up / spin down) is -10.186 / -10.288 eV. The value obtained for the HOMO-LUMO gap (spin up / spin down) is 7.68 / 7.81 eV. The lowest unoccupied orbital energy (spin up / spin down) is -2.501 / -2.480 eV.

Each line ends with the Mulliken charge.
Cartesian coordinates (Å):
Mn: -0.472 0.781 -1.772  0.96
C: 0.059 2.691 -2.868  -2.02
C: 1.159 1.863 -3.124  0.34
C: 0.684 0.818 -4.009  0.95
C: -0.691 1.029 -4.158  -0.29
C: -1.107 2.187 -3.483  -0.12
C: -2.454 2.868 -3.730  1.70
C: -2.458 3.340 -5.193  -1.71
C: -3.619 1.892 -3.529  -1.59
C: -2.668 4.098 -2.842  -1.71
C: 1.452 -0.117 -4.977  2.10
C: 0.477 -0.792 -5.950  -2.13
C: 2.288 -1.248 -4.360  -1.62
C: 2.361 0.769 -5.854  -1.66
C: 2.539 2.372 -2.645  1.40
C: 2.966 3.542 -3.546  -1.65
C: 2.414 2.923 -1.208  -1.70
C: 3.686 1.364 -2.618  -1.40
H: 0.142 3.639 -2.351  0.82
H: -1.348 0.429 -4.771  1.11
H: -2.289 2.504 -5.876  0.30
H: -1.674 4.082 -5.371  0.37
H: -3.421 3.796 -5.443  0.46
H: -3.584 1.078 -4.260  0.29
H: -4.575 2.408 -3.659  0.48
H: -3.604 1.469 -2.523  0.11
H: -1.778 4.735 -2.800  0.21
H: -2.973 3.818 -1.835  0.39
H: -3.476 4.713 -3.246  0.49
H: -0.263 -1.408 -5.434  0.32
H: 1.048 -1.446 -6.614  0.47
H: -0.049 -0.064 -6.573  0.36
H: 1.659 -2.103 -4.112  0.35
H: 2.829 -0.953 -3.471  0.04
H: 3.020 -1.604 -5.092  0.61
H: 1.809 1.635 -6.230  0.31
H: 2.713 0.192 -6.715  0.53
H: 3.242 1.139 -5.329  0.22
H: 2.164 4.280 -3.634  0.28
H: 3.223 3.210 -4.553  0.27
H: 3.844 4.040 -3.123  0.48
H: 1.895 3.885 -1.171  0.33
H: 3.409 3.078 -0.785  0.51
H: 1.878 2.230 -0.556  0.07
H: 3.895 0.917 -3.584  0.18
H: 3.503 0.563 -1.905  0.02
H: 4.594 1.880 -2.296  0.62
Br: -1.622 -1.746 -2.712  0.12
C: 0.045 -2.143 -1.951  0.34
C: 0.471 -3.454 -1.848  -1.08
C: 1.706 -3.669 -1.264  -0.60
C: 2.433 -2.586 -0.789  -1.27
C: 1.901 -1.322 -0.923  -1.12
N: 0.727 -1.091 -1.526  1.74
H: -0.145 -4.262 -2.216  0.55
H: 2.091 -4.677 -1.166  0.53
H: 3.392 -2.718 -0.305  0.57
H: 2.414 -0.452 -0.537  0.49
C: 0.254 -1.607 1.900  -1.60
C: -0.123 -2.226 3.235  -1.11
As: 1.524 -2.945 4.034  0.14
C: 0.809 -3.363 5.792  0.25
C: -0.517 -3.737 5.985  0.01
C: -0.968 -4.088 7.256  -0.69
C: -0.096 -4.066 8.335  -0.44
C: 1.231 -3.697 8.145  -0.62
C: 1.683 -3.351 6.879  -0.50
C: 2.289 -1.196 4.434  0.03
C: 3.462 -0.814 3.789  -0.30
C: 3.992 0.462 3.982  -0.67
C: 3.354 1.357 4.830  -0.52
C: 2.186 0.976 5.487  -0.75
C: 1.655 -0.293 5.290  0.01
P: -1.009 -0.613 1.019  1.24
C: -2.367 -1.787 0.666  0.38
C: -2.153 -3.163 0.641  -0.72
C: -3.153 -4.037 0.222  -0.96
C: -4.388 -3.543 -0.175  -0.72
C: -4.615 -2.169 -0.160  -0.78
C: -3.610 -1.302 0.246  -0.13
C: -1.607 0.421 2.408  0.53
C: -0.729 1.425 2.830  -0.87
C: -1.038 2.238 3.913  -1.16
C: -2.242 2.061 4.587  -0.69
C: -3.117 1.061 4.181  -0.79
C: -2.798 0.237 3.106  -0.02
H: 0.654 -2.346 1.202  0.79
H: 1.065 -0.889 2.065  0.73
H: -0.878 -3.005 3.152  0.58
H: -0.501 -1.463 3.919  0.61
H: -1.215 -3.757 5.158  0.30
H: -2.003 -4.375 7.397  0.39
H: -0.449 -4.337 9.322  0.38
H: 1.916 -3.679 8.984  0.39
H: 2.719 -3.059 6.746  0.39
H: 3.973 -1.513 3.136  0.41
H: 4.909 0.748 3.481  0.46
H: 3.771 2.344 4.992  0.43
H: 1.692 1.667 6.162  0.49
H: 0.751 -0.583 5.813  0.43
H: -1.194 -3.572 0.939  0.44
H: -2.964 -5.104 0.212  0.47
H: -5.171 -4.222 -0.493  0.42
H: -5.572 -1.771 -0.476  0.49
H: -3.801 -0.233 0.206  0.35
H: 0.226 1.556 2.324  0.60
H: -0.339 3.000 4.233  0.51
H: -2.492 2.694 5.430  0.41
H: -4.051 0.911 4.710  0.44
H: -3.482 -0.551 2.814  0.44
N: -2.648 2.257 -0.002  -0.46
N: -1.261 2.327 -0.410  -0.28
H: -2.885 3.130 0.466  0.34
H: -2.689 1.549 0.723  -0.12
H: -0.674 2.524 0.399  0.10
H: -1.177 3.108 -1.044  0.49